*a*
An isolated ion of composition C7H11N4 and charge +1, computed with ωB97M-V/def2-TZVPD.

Geometry as XYZ:
```
22
Properties=species:S:1:pos:R:3
C 1.56 -2.23 -0.07
C 1.05 -0.86 0.13
N 1.82 0.16 0.28
N 1.04 1.33 0.46
C 1.37 2.39 -0.50
C -0.47 0.79 0.33
C -1.64 1.41 0.23
N -2.74 0.64 -0.13
C -2.66 -0.62 -0.19
C -1.43 -1.45 0.14
N -0.28 -0.57 0.18
H 1.23 -2.88 0.74
H 2.64 -2.21 -0.10
H 1.18 -2.64 -1.01
H 1.18 1.68 1.41
H 1.23 2.02 -1.52
H 0.73 3.26 -0.33
H 2.42 2.66 -0.36
H -1.82 2.46 0.36
H -3.54 -1.16 -0.51
H -1.58 -1.95 1.11
H -1.29 -2.22 -0.62
```

Properties
orbital gap	8.9626	eV
2S+1	1
SMILES string	CC1=N[N@@H+](C)C2=CN=CCN21
charge	+1



*b*
C7H11N4 as an isolated structure, computed with ωB97M-V/def2-TZVPD.

Geometry as XYZ:
```
22
Properties=species:S:1:pos:R:3
C -3.15 -0.47 0.20
C -1.14 -0.97 -0.49
C -1.19 0.36 -0.08
C 0.35 2.53 -1.01
C 0.07 -1.75 -0.56
C 2.23 -2.12 -0.17
C 1.04 1.50 1.12
N -2.36 -1.44 -0.23
N 1.20 -1.19 -0.33
N -2.44 0.69 0.35
N 0.23 1.73 -0.04
H -4.02 -0.59 0.75
H 1.08 3.26 -1.19
H -0.24 2.47 -1.87
H 0.01 -2.84 -0.55
H 2.59 -2.46 -1.17
H 1.89 -3.03 0.44
H 3.07 -1.61 0.36
H 1.69 2.26 1.27
H 1.51 0.63 0.83
H 0.30 1.34 1.93
H -2.72 1.71 0.45
```

Properties
orbital gap	8.4206	eV
2S+1	1
charge	+1



Relative energies with respect to the most stable structure, expressed in eV: *a* 0.000; *b* 2.704.



*a*
An isolated ion of composition C7H11N4 and charge +1, computed with ωB97M-V/def2-TZVPD.

Geometry as XYZ:
```
22
Properties=species:S:1:pos:R:3
C 2.08 1.17 -1.67
C 0.99 0.27 -2.11
C 2.12 1.74 -0.43
C 0.21 -0.17 -1.19
C -0.77 -1.06 -0.77
C 1.01 1.78 0.65
C -1.90 -1.90 1.25
N -1.04 -1.96 -1.61
N 0.75 0.51 1.15
N -1.12 -0.88 0.57
N -0.62 0.20 1.38
H 2.95 1.41 -2.30
H 0.68 0.01 -3.15
H 3.06 2.24 -0.27
H 1.45 2.36 1.52
H 0.13 2.36 0.43
H -1.30 -2.76 1.48
H -2.35 -1.49 2.25
H -2.67 -2.15 0.41
H -1.62 -2.70 -1.22
H -0.70 -0.04 2.35
H -1.31 1.05 1.29
```

Properties
orbital gap (spin up / spin down)	8.2563 / 7.1771	eV
2S+1	1
charge	+1



*b*
An isolated ion of composition C7H11N4 and charge +1, computed with ωB97M-V/def2-TZVPD.

Geometry as XYZ:
```
22
Properties=species:S:1:pos:R:3
C -2.31 0.43 1.17
N -1.53 -0.08 -0.04
N -1.99 0.41 -1.20
C -1.30 -1.48 -0.09
C 0.00 -1.80 -0.17
C 0.86 -0.65 -0.09
C 2.17 -0.17 -0.07
N 3.33 -0.76 -0.08
C 2.04 1.24 0.17
C 0.70 1.56 0.11
N 0.03 0.42 0.10
H -1.65 0.92 1.80
H -3.06 1.02 0.84
H -2.70 -0.49 1.49
H -1.39 0.19 -1.92
H -2.26 1.40 -1.18
H -2.17 -1.97 -0.13
H 0.44 -2.81 -0.39
H 4.19 -0.21 -0.28
H 3.49 -1.73 -0.35
H 2.79 2.06 -0.07
H 0.32 2.50 0.39
```

Properties
orbital gap	8.1868	eV
2S+1	1
SMILES string	C[N@+]1(N)C=Cc2c(N)ccn21
charge	+1



Relative energies with respect to the most stable structure, expressed in eV: *a* 3.576; *b* 0.000.



*a*
A 2-piece molecular cluster, C2H7O2 overall, computed with ωB97M-V/def2-TZVPD.

Geometry as XYZ:
```
11
Properties=species:S:1:pos:R:3
O 1.48 1.00 -1.13
H 0.24 0.44 -1.03
H 1.93 0.32 -1.66
H 1.72 1.90 -1.38
O -0.68 -0.16 -1.02
C -1.20 -0.64 0.05
C -0.58 -0.49 1.26
H -2.01 -1.28 -0.23
H 0.55 -0.16 1.39
H -0.59 -1.41 1.86
H -0.85 0.47 1.87
```

Properties
orbital gap	11.9211	eV
2S+1	1
charge	+1



*b*
A 2-piece molecular cluster, C2H7O2 overall, computed with ωB97M-V/def2-TZVPD.

Geometry as XYZ:
```
11
Properties=species:S:1:pos:R:3
O 0.83 -1.55 0.40
H 0.70 -2.11 1.18
H 0.97 0.87 -0.90
H 1.62 -1.93 -0.01
C 0.31 1.36 -0.18
C -0.76 0.40 0.05
O -1.26 -0.20 -0.93
H 0.80 1.60 0.75
H -0.10 2.30 -0.56
H -1.07 0.03 1.02
H -2.04 -0.77 -0.81
```

Properties
orbital gap	10.8323	eV
2S+1	1
charge	+1



Relative energies with respect to the most stable structure, expressed in eV: *a* 0.394; *b* 0.000.



*a*
One molecule with the formula C8H11N3O, computed with ωB97M-V/def2-TZVPD.

Geometry as XYZ:
```
23
Properties=species:S:1:pos:R:3
C 2.72 0.81 0.90
N 2.34 0.00 -0.28
C 3.12 -1.18 -0.52
N 0.99 -0.25 -0.17
C 0.02 0.72 -0.51
O 0.29 1.85 -0.84
C -1.38 0.26 -0.35
C -2.36 1.25 -0.15
C -3.68 0.86 0.09
C -3.88 -0.50 0.11
N -2.97 -1.47 -0.06
C -1.75 -1.09 -0.23
H 3.70 1.40 0.78
H 1.89 1.59 1.03
H 2.76 0.06 1.78
H 4.16 -0.92 -0.72
H 3.08 -1.93 0.25
H 2.67 -1.59 -1.43
H 0.73 -0.87 0.56
H -2.03 2.27 -0.36
H -4.53 1.57 0.16
H -4.85 -0.95 0.31
H -1.06 -1.88 -0.35
```

Properties
orbital gap	9.3547	eV
2S+1	1
SMILES string	CN(C)NC(=O)c1cccnc1
charge	0



*b*
One molecule with the formula C8H11N3O, computed with ωB97M-V/def2-TZVPD.

Geometry as XYZ:
```
23
Properties=species:S:1:pos:R:3
C -0.68 2.41 0.41
N -0.01 1.16 0.74
C 0.24 0.60 2.08
C -0.20 -0.87 1.98
N -0.09 -1.22 0.63
C 0.01 0.08 -0.15
C 0.26 0.02 -1.54
N 0.36 1.24 -2.28
C 0.12 -1.22 -2.17
C 0.24 -2.38 -1.43
C 0.06 -2.43 0.01
O 0.14 -3.46 0.67
H -0.79 2.92 1.44
H -0.10 2.97 -0.36
H -1.65 2.19 0.18
H -0.36 1.33 2.68
H 1.32 0.62 2.21
H 0.43 -1.54 2.55
H -1.25 -1.05 2.46
H 0.88 1.08 -3.21
H 0.59 2.01 -1.79
H 0.17 -1.21 -3.21
H 0.32 -3.26 -1.90
```

Properties
orbital gap	7.6616	eV
2S+1	1
SMILES string	CN1CCn2c1c(N)ccc2=O
charge	0



Relative energies with respect to the most stable structure, expressed in eV: *a* 0.000; *b* 0.412.